[1]
{"formula": "C21H38NO2", "method": "ωB97M-V/def2-TZVPD", "species": ["O", "O", "N", "C", "C", "C", "C", "C", "C", "C", "C", "C", "C", "C", "C", "C", "C", "C", "C", "C", "C", "C", "C", "C", "H", "H", "H", "H", "H", "H", "H", "H", "H", "H", "H", "H", "H", "H", "H", "H", "H", "H", "H", "H", "H", "H", "H", "H", "H", "H", "H", "H", "H", "H", "H", "H", "H", "H", "H", "H", "H", "H"], "coordinates": [[-0.13, 2.14, -2.91], [1.75, 0.55, -1.30], [1.44, 3.01, -0.39], [2.73, 3.31, 0.29], [-1.90, -1.50, -0.02], [1.66, 3.16, 2.53], [2.80, 2.65, 1.66], [-1.53, -3.61, 1.98], [0.72, -0.45, -1.34], [2.07, 1.14, -2.55], [-1.05, 3.08, -0.22], [-1.35, -4.35, -0.39], [-2.97, -2.56, 0.24], [0.27, 3.48, 0.42], [-0.46, -2.55, 1.72], [0.59, -1.02, 0.07], [-2.73, -3.76, -0.68], [-0.28, -3.29, -0.65], [-0.51, -2.08, 0.26], [-1.28, -4.81, 1.07], [1.25, 2.41, -2.85], [-2.91, -3.02, 1.70], [0.34, 2.87, 1.83], [1.46, 3.51, -1.79], [-3.68, -3.76, 1.89], [-0.34, -2.99, -1.70], [1.68, 2.67, 3.50], [1.56, -1.46, 0.34], [2.74, 1.57, 1.55], [3.77, 2.88, 2.11], [-1.98, -1.17, -1.06], [-3.96, -2.13, 0.03], [3.54, 2.95, -0.34], [1.77, 4.23, 2.69], [-0.61, -1.70, 2.38], [2.43, 3.98, -1.98], [2.81, 4.40, 0.39], [0.35, 4.57, 0.49], [-2.04, -5.57, 1.25], [-0.31, -5.24, 1.28], [-0.22, 0.00, -1.67], [-1.18, 3.49, -1.22], [-2.08, -0.64, 0.63], [1.94, 0.42, -3.36], [0.53, -2.96, 1.94], [-1.87, 3.44, 0.40], [-0.48, 3.27, 2.41], [1.60, 2.82, -3.81], [1.02, -1.23, -2.05], [-1.18, -5.21, -1.05], [0.71, -3.71, -0.47], [-0.34, 1.66, -3.72], [-3.09, -2.17, 2.36], [0.20, 1.79, 1.75], [-2.80, -3.45, -1.72], [-1.13, 2.00, -0.29], [-3.50, -4.52, -0.50], [-1.47, -3.92, 3.03], [1.39, 1.96, -0.47], [3.14, 1.40, -2.50], [0.69, 4.27, -1.92], [0.40, -0.20, 0.76]], "smiles": "C[C@H]1CCCC[N@@H+]1C[C@H](O)COCC[C@]12C[C@H]3C[C@H](C[C@H](C3)C1)C2", "total_charge": 1}

=====

[2]
{"formula": "C21H39As3BrN3OPt", "method": "ωB97M-V/def2-TZVPD", "species": ["Pt", "Br", "As", "As", "As", "O", "N", "N", "N", "C", "C", "C", "C", "C", "C", "C", "C", "C", "C", "C", "C", "C", "C", "C", "C", "C", "C", "C", "C", "C", "H", "H", "H", "H", "H", "H", "H", "H", "H", "H", "H", "H", "H", "H", "H", "H", "H", "H", "H", "H", "H", "H", "H", "H", "H", "H", "H", "H", "H", "H", "H", "H", "H", "H", "H", "H", "H", "H", "H"], "coordinates": [[0.02, -0.14, -0.11], [-1.72, -1.50, 2.02], [1.30, -1.99, -1.26], [-1.79, -0.44, -1.64], [-1.80, -3.56, -5.29], [-3.73, 2.71, 4.22], [1.50, 0.23, 1.32], [-1.37, 1.11, 1.26], [1.70, -0.53, 2.42], [2.56, 1.03, 1.21], [2.49, -2.40, -2.74], [-3.54, 0.18, -1.10], [-1.22, -3.32, -2.33], [-2.00, 0.36, 2.18], [-2.79, 0.85, 3.18], [3.44, 0.78, 2.27], [-0.65, -3.05, -3.73], [2.68, 2.02, 0.10], [-2.95, 2.24, 3.25], [2.86, -0.22, 3.03], [-2.29, -2.29, -1.98], [3.35, -0.93, 4.24], [-1.89, -4.71, -2.28], [-1.53, 2.44, 1.35], [-0.39, -3.43, -6.64], [2.36, -2.74, 0.19], [-0.09, -3.36, -1.29], [-1.66, 0.49, -3.33], [-2.29, 3.04, 2.32], [-2.73, -1.89, -5.74], [-3.29, 0.21, 3.89], [-1.61, 1.56, -3.11], [-3.05, -2.27, -2.77], [-0.77, 0.23, -3.90], [-1.01, 3.02, 0.60], [1.00, -1.18, 2.74], [4.27, -0.46, 4.59], [-3.18, -2.03, -6.72], [-4.24, -0.10, -1.88], [-2.16, -4.97, -1.26], [-0.83, -3.48, -7.63], [2.70, 1.53, -0.87], [2.62, -0.90, 5.05], [-3.54, 1.27, -0.99], [1.84, 2.72, 0.11], [4.38, 1.27, 2.46], [-0.52, -3.33, -0.28], [0.43, -4.32, -1.39], [0.32, -4.25, -6.53], [-3.80, 3.67, 4.22], [-3.85, -0.28, -0.16], [3.15, -2.04, 0.47], [-2.03, -1.05, -5.79], [-2.80, -4.72, -2.89], [0.15, -2.48, -6.54], [0.24, -3.66, -3.88], [2.81, -3.68, -0.13], [-2.37, 4.12, 2.34], [3.56, -1.97, 4.02], [-3.53, -1.66, -5.04], [2.08, -2.09, -3.70], [-2.55, 0.30, -3.91], [-0.37, -2.00, -3.83], [-1.22, -5.47, -2.67], [2.67, -3.47, -2.72], [3.43, -1.87, -2.57], [1.72, -2.92, 1.06], [3.60, 2.59, 0.23], [-2.80, -2.60, -1.06]], "total_charge": 2}

=====

[3]
{"formula": "C21H39ClF7N3O7PS", "method": "ωB97M-V/def2-TZVPD", "species": ["Cl", "S", "P", "F", "F", "F", "F", "F", "F", "F", "O", "O", "O", "O", "O", "O", "O", "N", "N", "N", "C", "C", "C", "C", "C", "C", "C", "C", "C", "C", "C", "C", "C", "C", "C", "C", "C", "C", "C", "C", "C", "H", "H", "H", "H", "H", "H", "H", "H", "H", "H", "H", "H", "H", "H", "H", "H", "H", "H", "H", "H", "H", "H", "H", "H", "H", "H", "H", "H", "H", "H", "H", "H", "H", "H", "H", "H", "H", "H", "H"], "coordinates": [[5.57, -1.17, 3.32], [0.81, -3.31, -0.79], [1.93, 0.72, 0.14], [-0.42, -4.81, 0.87], [-2.30, -3.22, 0.23], [0.80, -3.34, 1.84], [1.36, 3.79, 0.75], [-1.22, -1.42, 0.73], [-1.76, -2.83, 2.29], [2.93, 1.01, -1.26], [1.02, -0.29, -3.79], [-0.24, -3.31, -1.78], [3.11, -0.43, 0.61], [1.04, -0.58, -0.70], [-6.55, -5.52, -2.68], [1.67, -4.44, -0.92], [1.84, 8.39, 1.03], [-7.15, -6.42, 0.01], [1.75, 6.86, -1.42], [2.11, -1.81, -2.37], [0.10, 8.65, -1.66], [1.43, -1.11, -3.10], [-0.06, -3.52, 0.84], [1.79, 9.79, 0.84], [0.68, 1.91, -0.66], [0.52, 7.42, -0.85], [-6.07, -4.19, -2.76], [-1.36, -2.70, 1.02], [0.66, 7.69, 0.66], [1.05, -0.54, 2.62], [3.12, -1.56, -0.19], [3.82, -2.78, 0.39], [2.04, -0.75, 3.47], [-5.77, -6.38, -0.48], [-5.70, -6.43, -2.01], [5.24, -2.37, 0.87], [-5.05, -5.18, 0.13], [1.75, -1.71, -0.92], [5.47, -2.68, 2.36], [0.29, 3.14, 0.15], [0.89, 0.67, 1.75], [2.51, 7.48, -1.15], [1.95, 5.98, -0.95], [2.74, 1.70, 0.77], [0.93, 9.33, -1.83], [2.61, 0.06, 3.90], [-0.22, 8.19, 1.06], [0.27, -1.28, 2.57], [-4.09, -5.01, -0.35], [3.97, -3.46, -0.43], [-6.52, -3.73, -3.63], [4.67, -3.28, 2.76], [6.39, -3.24, 2.50], [2.10, 10.07, -0.17], [-0.70, 9.20, -1.16], [5.97, -2.92, 0.29], [3.27, -3.29, 1.17], [2.49, 10.24, 1.54], [-6.36, -3.61, -1.88], [-5.26, -7.28, -0.12], [0.98, 2.18, -1.66], [-0.49, 2.90, 0.86], [-6.03, -7.43, -2.33], [-0.17, 0.71, 1.49], [-5.64, -4.27, 0.05], [-7.59, -7.28, -0.31], [-4.66, -6.31, -2.37], [-0.27, 6.68, -0.96], [1.13, 1.54, 2.34], [3.77, -1.28, -1.01], [-4.87, -5.35, 1.19], [2.34, -1.76, 3.72], [-7.66, -5.69, -0.48], [-0.27, 8.34, -2.64], [-4.98, -4.16, -2.88], [-0.15, 3.85, -0.54], [0.79, 10.19, 1.03], [-0.25, 1.35, -0.78], [0.73, 6.72, 1.16], [5.42, -1.32, 0.68]], "total_charge": -1}

=====

These records have energy relative to the best compared isomer or geometry (same formula, charge and spin) values of 0.00; 26.03; 12.21 kcal per mole, in the order they appear.